Formula: C4H5NO2S
Source: OMol25
Level of theory: ωB97M-V with the def2-TZVPD basis set

Output
Energy above the lowest of the compared OMol25 structures with the same formula, charge and spin = 5.722 eV
E_tot = -20644.458 eV
Molar mass = 131.16 g/mol
Frontier orbital gap (alpha / beta) = 0.3112 / 0.3113 Eh

Geometry (Å):
H1 -1.1998 -0.4730 1.3899
H2 -1.0784 0.6879 -1.4412
C1 0.6528 -0.1850 -0.7097
S1 1.5834 0.9800 0.0611
O1 1.1536 2.3218 -0.2280
H3 -1.2239 -1.0374 -1.0758
C2 -0.8158 -0.0887 -0.7135
N1 1.6790 -2.8691 0.3886
H4 -2.5275 0.3153 0.5328
C3 -1.4462 0.2682 0.6333
C4 1.3323 -1.8723 -0.0250
O2 2.9783 0.7087 0.2307
H5 -1.0879 1.2436 0.9569

Forces on atoms 1 to 3 (eV/Å):
H 0.05 -0.08 0.04
H 0.05 -0.10 -0.03
C 2.20 -3.67 2.68


Formula: C71H73F10N2O
Source: OMol25
Level of theory: ωB97M-V with the def2-TZVPD basis set

Output
E_tot = -107011.697 eV
2S+1 = 2
Molar mass = 1160.36 g/mol
Frontier orbital gap (alpha / beta) = 0.3083 / 0.3440 Eh
⟨S²⟩ = 0.75

Geometry (Å):
H1 -4.9603 -3.8987 8.7937
H2 4.4455 1.5237 -7.1055
H3 5.1930 -0.5253 -2.7521
C1 -6.3936 -4.2435 11.2264
C2 2.5016 -7.8414 -6.8376
H4 5.6354 -7.5332 -5.5892
H5 0.7475 -2.0820 1.0905
F1 -1.7559 -0.0247 2.9313
H6 -2.7894 -1.1645 -1.2675
C3 -3.1149 7.3125 -6.3123
H7 3.4571 -0.0838 6.3586
C4 1.5618 -0.9022 5.7681
C5 4.2438 -1.3570 -0.9656
C6 -5.7970 -3.0112 11.4081
C7 3.9715 -1.3425 1.8319
C8 -5.2894 8.2235 -6.6237
C9 2.4244 0.1305 6.1168
C10 -1.9731 5.2102 1.0912
H8 -5.6026 -3.0776 14.7885
C11 -0.4233 4.2006 2.5850
H9 3.5470 0.0383 -2.4968
H10 -5.8219 0.6838 1.1151
N1 0.8203 0.6189 0.9723
H11 -5.5587 -2.3922 10.5539
C12 -4.5596 7.5398 -4.4369
H12 -0.5372 5.3858 -6.4573
H13 -4.2318 0.8088 3.0326
H14 -6.4911 8.3749 -4.8539
H15 -2.7812 -2.8637 5.2419
C13 0.2365 -0.6252 5.4574
C14 1.5521 -1.8443 1.7851
C15 2.6576 -1.0018 1.1133
H16 -3.8490 7.9544 -8.2124
C16 5.5715 0.0662 -8.2129
C17 -2.2497 5.5133 3.4303
H17 7.3811 -1.0880 1.4079
F2 -1.9217 6.9314 -6.8223
H18 6.4031 1.1181 1.5628
F3 4.1040 -2.6709 -5.5385
C18 -6.7133 -5.0697 12.2845
H19 4.6925 1.2466 2.0647
C19 -5.2421 0.2976 -4.1854
C20 0.7352 3.6636 -6.2774
O1 4.9510 0.8056 -0.5044
C21 -1.7416 -4.5599 7.9852
H20 -0.8485 -5.0418 8.3597
C22 -0.8475 4.4357 1.2859
C23 2.9813 -5.5391 -6.3143
C24 2.6730 5.4727 -5.4159
H21 -2.5599 6.7253 -4.3343
H22 2.8542 1.1257 0.6058
H23 -3.5567 6.3646 1.9367
H24 -4.7486 7.4247 -3.3779
C25 4.8472 -2.7637 -1.0524
C26 5.4370 -2.2033 -7.4193
F4 -5.6753 -0.3426 -3.0761
H25 4.2886 -3.3412 -1.7876
C27 4.5896 -1.7666 -6.4228
F5 -0.5850 -3.9727 6.0225
C28 0.6462 1.6832 5.8518
H26 3.7914 -1.6195 -3.0487
H27 2.4701 0.8034 2.2868
C29 4.7191 0.4829 -7.1975
H28 5.7029 -3.2503 -7.4830
H29 5.9618 0.7876 -8.9183
C30 -5.5371 8.0742 -5.2655
H30 -2.8008 5.9239 4.2660
F6 2.3270 1.9301 -5.9560
C31 0.4452 5.0232 -6.1988
C32 2.9711 4.1219 -5.4719
C33 -5.8256 -3.4070 13.7827
H31 2.6743 -4.5040 -6.2771
C34 -4.8139 0.3051 1.0081
H32 -6.6606 -5.2801 14.4127
C35 2.8100 -1.4318 -0.3657
C36 -4.0078 -3.3137 6.9630
H33 1.0942 -1.2894 2.6055
C37 -1.7256 -3.9550 6.7449
C38 -2.9165 -4.5323 8.7228
H34 1.1182 -6.2339 -7.1197
C39 4.2016 -0.8286 -2.4228
H35 -5.0812 -0.3136 -1.0371
F7 -2.3968 5.4356 -0.1630
C40 -1.1243 4.7348 3.6562
C41 -5.7340 1.5520 -4.4774
C42 -4.4044 -0.2505 -0.1987
C43 -0.2302 0.6788 5.5060
C44 2.1098 -6.5110 -6.7874
H36 0.4561 3.5937 2.7638
H37 6.4490 -2.5432 0.9471
C45 3.7684 -8.1740 -6.4024
C46 -4.0667 7.8432 -7.1587
H38 3.9445 3.7454 -5.1853
H39 3.4266 6.1742 -5.0831
C47 4.2509 -5.9006 -5.8844
C48 4.2167 -0.4456 -6.2941
H40 2.0933 -0.9129 -1.0051
H41 0.7264 0.4425 -0.0265
C49 -3.1105 -0.7294 -0.3296
C50 4.6530 -7.2284 -5.9240
F8 4.1546 -9.4658 -6.4454
F9 0.1696 2.9474 5.8718
C51 -4.0504 -3.9129 8.2148
C52 -2.2173 -0.6462 0.7244
H42 -1.2536 0.9279 5.2634
C53 5.9257 -1.2721 -8.3236
C54 6.4524 -1.6409 1.5496
C55 -4.3345 1.5817 -6.4385
H43 3.5469 -0.1569 -5.4964
H44 -3.9784 2.0887 -7.3253
H45 1.9641 -2.7618 2.2081
H46 1.1798 6.9761 -5.7181
H47 6.5868 -1.5947 -9.1169
C56 1.9703 1.4429 6.1544
H48 -0.0012 2.9427 -6.6078
H49 -5.0559 -1.6284 12.8625
H50 -2.9458 -4.9966 9.6999
H51 1.9213 -1.9221 5.7325
H52 -0.4324 -1.4253 5.1716
H53 -1.1995 -0.9978 0.6406
H54 -4.8901 -2.8326 6.5620
H55 2.6247 2.2644 6.4137
H56 5.8680 -2.6829 -1.4316
C57 -2.8373 -3.3285 6.2179
H57 -3.1315 -0.1652 -6.7614
H58 -7.1829 -6.0259 12.0972
H59 6.4010 -1.9223 2.6026
H60 0.5900 1.6052 1.0465
C58 -3.8581 0.3177 -6.1216
H61 -0.3230 4.0270 0.4313
H62 4.8342 -3.2968 -0.1047
C59 -6.4212 -4.6430 13.5719
H63 1.8408 -8.6136 -7.2080
H64 -5.6386 3.1812 -5.8603
C60 2.2699 0.4759 1.2632
H65 -6.4640 2.0107 -3.8245
H66 2.5187 -2.4858 -0.4044
H67 4.0703 -2.4312 1.7599
H68 -3.9489 -1.3174 -4.7138
C61 -2.6820 5.7600 2.1378
H69 5.8392 0.3251 3.0267
H70 -0.7998 4.5414 4.6655
C62 -5.5171 -2.5934 12.7013
C63 5.2613 -0.7146 1.2641
C64 1.4138 5.9215 -5.7756
C65 -4.3104 -0.3343 -4.9842
F10 -6.6755 -4.6580 9.9711
C66 -2.6463 -0.0930 1.9163
H71 3.9054 -1.1163 2.8987
C67 5.5587 0.5953 2.0059
C68 -5.2692 2.1955 -5.6162
C69 -3.9331 0.3821 2.0840
H72 4.9302 -5.1443 -5.5151
N2 5.1113 -0.4247 -0.1919
C70 -3.3347 7.1502 -4.9594
C71 1.9979 3.2440 -5.9059
H73 -6.0503 8.6378 -7.2713

Forces on atoms 1 to 3 (eV/Å):
H 0.00 -0.04 -0.08
H -0.03 -0.01 0.00
H 0.05 -0.18 -0.11


Formula: C66H64BrN5O4P2SiZr
Source: OMol25
Level of theory: ωB97M-V with the def2-TZVPD basis set

Output
E_tot = -182885.208 eV
Molar mass = 1252.43 g/mol
Frontier orbital gap = 0.2036 Eh
Total charge = +2

Geometry (Å):
C1 -0.6432 -1.9062 -0.4614
C2 6.7745 -1.1691 -1.6645
H1 -0.5793 -1.2103 7.5737
H2 -2.2423 -3.4588 -3.9802
H3 -1.4078 1.1770 -3.1233
H4 0.6687 1.7098 -2.1664
H5 3.8204 -3.7472 0.8825
C3 -2.4377 -3.9914 -2.0206
H6 1.1133 -4.4267 -5.1231
C4 3.2502 2.5148 5.3273
C5 0.8999 4.6647 1.6186
H7 1.0153 4.7564 2.7006
Zr1 -0.3069 1.0296 0.3162
H8 -1.9750 -6.6222 -1.6846
H9 -3.6971 5.1057 3.6570
H10 -0.1168 -2.7567 -6.4762
N1 -1.6201 2.3817 1.8528
C6 2.4354 2.4657 2.6514
C7 2.0936 -3.4683 3.8627
H11 1.4818 5.4889 1.1942
C8 1.3412 -1.7955 -4.5981
C9 2.6810 3.2983 -0.4361
H12 -2.0770 4.9585 -3.1777
H13 1.7617 -2.0652 -5.5696
H14 1.7134 1.0841 5.6786
H15 2.3024 -2.0912 -1.5092
C10 3.9424 3.2609 4.3810
O1 -5.1958 6.0665 2.3589
C11 2.6072 -1.9617 0.7614
H16 -3.9751 -6.4017 -4.0223
C12 1.2942 -2.4005 3.4900
H17 -3.7066 -4.7433 -4.5228
H18 -2.3243 -5.8076 -4.1563
H19 0.5393 5.0394 -0.7370
H20 -3.2282 -6.2496 -0.4867
H21 4.6981 3.8545 -3.7080
H22 -2.9449 -0.5125 7.3531
C13 -4.8501 -4.7052 -2.0673
N2 -5.7786 5.0965 1.9151
C14 3.5201 3.2509 3.0613
H23 7.7692 -1.5023 -1.9337
C15 5.7653 -1.1565 -2.6186
H24 -2.2057 0.6550 3.3173
C16 -0.8941 3.9517 -1.6838
C17 4.1421 3.6997 -2.7908
C18 -3.4208 1.8689 0.3762
H25 -2.6180 3.3125 -2.7784
C19 6.5084 -0.7504 -0.3678
H26 -0.1868 2.7374 3.2735
H27 5.0283 0.0443 0.9743
H28 -0.1543 4.8499 1.3884
H29 0.3634 -3.3936 -1.5928
C20 0.1321 -2.3323 -1.7334
O2 -0.9359 3.0201 -0.8656
C21 4.0128 -2.0208 3.8895
H30 -1.4827 4.4261 4.5052
H31 4.0313 3.8696 2.3289
H32 -2.2104 -0.8256 -3.8145
H33 -5.1167 -3.8146 -2.6433
C22 5.2422 -0.2915 -0.0360
C23 3.2141 -0.9500 3.5082
C24 -4.5481 0.1786 -1.4438
C25 3.0129 2.2087 -1.2635
H34 -6.4708 3.3994 0.1230
C26 -3.3391 -5.5309 -3.8603
C27 -3.0326 -6.3776 -1.5543
H35 0.2279 -2.5468 3.3565
C28 -1.1693 3.0129 2.9217
Br1 -2.4046 -2.2114 1.7621
C29 -2.7101 0.1301 5.3191
H36 4.2417 5.7610 -2.1935
H37 -6.2905 1.4275 -1.3798
C30 -0.7517 -2.5665 -5.6105
C31 -0.0504 -0.6075 5.5909
C32 -5.4729 3.1921 0.4871
C33 1.8455 -1.1283 3.3182
H38 5.0711 -1.8645 4.0591
C34 -1.7501 3.9529 -2.9171
N3 3.2619 -2.9257 0.7651
H39 -1.5587 -3.2990 -5.6662
C35 1.4021 -1.5416 -1.7195
O3 -0.2574 -0.9319 0.2424
H40 3.9759 1.5952 -3.0914
C36 -0.4752 -0.0361 4.3869
H41 -3.6193 -7.2346 -1.8874
H42 -0.2216 -4.8292 -4.0415
N4 -0.0720 4.9825 -1.5364
C37 -0.7348 -2.2480 -3.0305
O4 -6.9769 4.9957 1.7813
H43 2.1136 -1.9472 -3.8530
C38 -1.8263 0.2971 4.2602
C39 -4.9528 3.9568 1.4560
C40 -3.6506 3.6969 2.0114
C41 0.6028 -4.1304 -4.2050
H44 4.0789 -4.1096 4.3773
C42 2.2159 1.6832 4.9330
H45 3.5252 2.5682 6.3737
H46 -1.1736 -1.5668 -5.7216
C43 -1.7207 -2.7053 0.0332
H47 1.6525 -4.4458 4.0162
C44 1.8226 1.6208 3.5924
C45 -3.1296 4.3393 3.1548
C46 4.4943 -0.7057 -2.2864
C47 1.4254 -0.2068 -1.6623
Si1 1.5387 2.9368 1.0411
C48 3.8745 4.7713 -1.9495
C49 -2.8725 2.6852 1.4239
H48 5.9677 -1.4911 -3.6287
N5 -2.6690 0.8356 -0.0968
C50 0.1169 -2.6806 -4.3437
H49 4.7865 3.8717 4.6788
C51 -3.2564 0.0098 -0.9453
C52 -1.8988 3.9729 3.6158
H50 -3.0930 -4.2347 0.0044
H51 7.2896 -0.7752 0.3819
H52 3.7109 -0.7036 -3.0345
C53 3.7291 2.4236 -2.4421
H53 -2.6957 -0.8462 -1.2614
H54 0.9686 -0.9496 5.7056
H55 -0.0459 5.7281 -2.2104
C54 -3.4086 -5.1364 -2.3829
H56 2.9381 5.4260 -0.1532
C55 -1.8590 -3.2567 -2.9908
C56 0.3215 0.6994 -1.9716
C57 -4.7278 2.1064 -0.0580
C58 4.2321 -0.2543 -0.9961
C59 3.1319 4.5730 -0.7944
H57 -4.9932 -4.4820 -1.0061
H58 1.3147 -4.2427 -3.3818
H59 1.0769 -0.7357 -4.6267
C60 -1.2966 -0.8585 -3.2250
C61 3.4560 -3.2798 4.0639
P1 2.6521 0.5438 -0.5380
H60 -3.7537 0.3983 5.1997
P2 0.6977 0.2772 2.9859
H61 3.6649 0.0245 3.3720
C62 -2.3860 -3.6933 -0.6127
H62 -1.1611 3.5664 -3.7527
C63 -0.9330 -0.7731 6.6483
C64 -2.2611 -0.3888 6.5224
C65 -5.2846 1.2454 -1.0188
C66 -0.8241 0.3225 -2.7892
H63 -4.9441 -0.5441 -2.1452
H64 -5.5457 -5.5035 -2.3335

Forces on atoms 1 to 3 (eV/Å):
C 0.23 -0.66 -0.07
C 0.00 -0.02 -0.03
H -0.01 0.01 -0.03


Formula: C28H39BNO5
Source: OMol25
Level of theory: ωB97M-V with the def2-TZVPD basis set

Output
E_tot = -42075.326 eV
Molar mass = 480.43 g/mol
Frontier orbital gap = 0.2502 Eh
Total charge = -1

Geometry (Å):
H1 1.2266 3.3072 3.5241
H2 4.4129 -0.9110 -0.2957
H3 -0.4995 -5.8047 -1.9011
C1 3.8941 -1.8115 -0.6013
C2 1.7130 4.9813 4.7745
H4 0.2531 -0.1661 -1.1029
C3 0.9302 2.3317 -0.2513
H5 -2.4600 -8.0398 0.1439
H6 1.8757 1.6314 5.2229
C4 -0.5126 0.5772 -1.3466
H7 -1.2581 9.0174 0.7473
H8 -0.0291 -7.1554 -2.9476
H9 2.2898 6.4525 6.2249
H10 -1.5074 -6.5528 0.0729
H11 -1.9015 -8.4490 -2.3067
C5 2.7331 -1.7218 -1.3584
C6 -0.8908 -6.5554 -2.5976
H12 -2.0932 0.8149 -2.7867
H13 2.3534 -0.7490 -1.6463
C7 0.1372 1.9630 -1.4762
H14 1.4305 5.7111 4.0263
H15 -4.3437 -1.2897 -4.6176
H16 -2.8806 -7.0020 -2.0329
H17 2.0262 -5.0102 -1.6845
C8 2.1958 5.3959 6.0080
C9 1.5952 3.6273 4.4913
C10 3.7147 -4.2078 -0.6271
H18 -1.7459 -1.5954 -1.4737
H19 -0.5493 0.2487 -3.4670
C11 -0.8108 6.9211 0.6528
O1 -1.5054 -5.9401 -3.7004
H20 -3.8276 -1.5884 -2.2964
C12 -1.8949 -7.4470 -1.8662
H21 0.8152 1.9999 -2.3315
B1 -1.5554 -3.4720 -3.0968
H22 -1.2319 4.7232 3.1864
H23 -0.4670 6.9613 -0.3730
H24 -1.1266 -4.4919 -5.0817
C13 2.4402 3.1009 6.6807
H25 -3.6525 0.0414 -3.9984
C14 -1.2454 5.6657 2.6534
H26 -2.0313 8.9282 3.0924
C15 2.5535 -4.1134 -1.3829
O2 -2.9314 -3.0303 -3.4730
C16 -0.9352 -4.6458 -4.0132
H27 -2.0186 6.7794 4.3165
C17 -1.6757 -1.3124 -2.5461
H28 -0.7273 -8.1347 -0.1441
C18 2.5576 4.4551 6.9627
C19 -1.6842 6.8199 3.2875
C20 -1.2401 0.1465 -2.6236
C21 2.0559 -2.8697 -1.7517
C22 -0.8057 5.7142 1.3389
H29 2.9323 4.7771 7.9262
H30 4.0960 -5.1803 -0.3394
O3 -0.7922 -2.1715 -3.1949
C23 1.9607 2.6873 5.4452
C24 -1.6246 -7.5475 -0.3661
C25 -1.6901 8.0261 2.6003
H31 1.1453 -2.7907 -2.3377
N1 -3.4600 -0.9154 -4.2847
C26 4.3863 -3.0569 -0.2351
H32 0.1601 -4.7090 -3.8971
H33 5.2917 -3.1303 0.3551
C27 -3.0721 -1.7039 -3.0993
H34 2.7254 2.3668 7.4237
H35 -0.4543 4.8033 0.8738
H36 -1.4901 -3.8396 -1.8931
O4 2.1091 2.5205 -0.2035
H37 -1.2464 0.5930 -0.5300
H38 -0.6467 2.7196 -1.5964
C28 -1.2545 8.0762 1.2824
O5 0.1685 2.4990 0.8899
H39 -0.4099 1.7274 0.9733

Forces on atoms 1 to 3 (eV/Å):
H 0.02 0.00 -0.01
H 0.00 0.01 0.00
H -0.11 0.05 -0.03


Formula: C12H24BrF12N2O16S4V
Source: OMol25
Level of theory: ωB97M-V with the def2-TZVPD basis set

Output
Energy above the lowest of the compared OMol25 structures with the same formula, charge and spin = 0.738 eV
E_tot = -220259.125 eV
Molar mass = 939.41 g/mol
Frontier orbital gap = 0.2574 Eh
Total charge = -2

Geometry (Å):
O1 -2.5998 -2.0002 -0.8732
O2 2.3131 -1.0191 0.4292
F1 -1.6426 4.9868 1.0344
H1 0.3522 0.0037 -2.8685
O3 -2.2296 -2.3393 1.9801
C1 -2.5675 -2.8079 -3.4424
O4 0.8730 5.2996 -0.2439
Br1 -4.4677 0.3509 1.4990
F2 -1.2535 -3.6953 5.4049
O5 3.5703 -1.0281 3.4580
O6 -2.6688 -0.2043 -2.5728
C2 -0.1686 2.2781 -4.6372
O7 -1.0862 1.2120 -4.9070
F3 0.9213 -4.0894 -1.3052
H2 1.0320 2.6821 3.5831
F4 -0.1084 4.4893 2.5281
H3 -0.6135 3.2499 -4.8756
F5 2.9287 -3.3394 -1.3394
H4 0.5232 1.3683 4.5425
S1 0.5808 3.9171 0.0986
H5 -1.7188 1.2898 -2.6863
C3 1.6446 -2.9784 -1.3316
H6 1.8166 0.7908 -3.3644
H7 -0.8964 0.3828 -6.7295
S2 -3.1336 -1.5066 -2.1404
H8 2.3006 2.0244 1.4854
H9 0.2478 1.3432 2.7153
C4 -1.6181 1.0302 -6.2242
H10 -1.7929 2.9007 -2.6528
N1 2.7467 1.2291 1.9636
O8 -0.0504 -1.3397 0.0635
F6 -1.3247 2.9112 1.6462
H11 -2.5743 0.5193 -6.1583
O9 1.2111 -2.9731 1.3107
O10 -3.6385 -3.4638 3.6390
F7 -3.2729 -2.6448 -4.5629
V1 -1.9786 -0.4399 0.7521
O11 -0.0623 3.1980 -0.9865
O12 1.7067 3.2324 0.7549
C5 0.9337 0.9153 -2.7362
C6 -0.7581 4.0820 1.4165
H12 3.6873 -2.8391 2.5579
H13 3.0975 1.4732 4.0382
H14 2.0676 -0.6477 4.7822
C7 3.6797 -2.4282 3.5683
H15 2.5380 0.3951 1.3990
H16 2.8120 -2.8633 4.0721
O13 -1.8086 0.7124 -0.3298
H17 3.7613 1.2553 1.9439
O14 -4.5913 -1.6850 -2.1617
C8 2.3115 -0.4832 3.7273
C9 -1.0825 -2.8521 4.3622
F8 -2.8745 -4.0022 -2.9702
S3 -2.3325 -3.3823 3.0064
H18 0.5962 3.0843 -2.8047
F9 1.3870 -2.2777 -2.4391
C10 2.3286 1.0174 3.4160
O15 -1.1371 0.0424 2.0044
N2 -1.1844 2.1227 -2.4068
C11 0.1298 2.1602 -3.1466
H19 4.5376 -2.7190 4.1768
F10 -1.2422 -2.7554 -3.7019
C12 0.9026 1.5975 3.5471
S4 1.2371 -1.9964 0.2429
F11 -1.3222 -1.6402 4.8696
F12 0.1669 -2.8986 3.9139
H20 -1.6055 2.0132 -6.6993
H21 0.7359 2.1783 -5.2414
O16 -1.8954 -4.6926 2.5576
H22 -1.1234 2.1609 -1.3794
H23 1.2282 1.0749 -1.7000
H24 1.5186 -0.9428 3.1280

Forces on atoms 1 to 3 (eV/Å):
O 1.00 0.48 0.08
O 0.37 -0.13 -1.05
F -0.31 0.04 0.29